[1]
Below is 9 unconnected molecules or ions with the total composition C18H34ClF2O10, with properties calculated with ωB97M-V with the def2-TZVPD basis set.

XYZ file:
```
65
Properties=species:S:1:pos:R:3:forces:R:3
Cl -1.4122 -1.2706 0.2092 -4.489 -0.050 0.203
O -0.4563 -1.4459 1.2441 2.154 -1.028 0.502
O -1.0689 -0.0845 -0.5363 0.956 0.692 -0.843
O -1.7199 -2.3676 -0.6550 2.449 -0.772 -0.794
O -2.6728 -1.0799 0.8522 -0.862 1.333 1.214
C 1.6458 -4.7560 3.8194 0.058 -0.735 1.213
O 1.4192 -3.3979 3.6355 0.048 0.628 -0.659
H 2.3312 -4.8395 4.6628 0.060 -0.109 0.049
H 0.7097 -5.2253 4.1219 -0.027 -0.436 -0.032
H 2.0912 -5.3197 2.9996 -0.050 0.278 -0.437
H 0.6956 -3.3378 3.0075 -0.114 0.495 -0.235
C -2.4401 2.0381 -3.0052 0.019 -0.830 0.590
O -2.4071 0.5774 -3.1089 -0.048 1.999 -0.572
H -1.9608 2.3619 -2.0814 -0.071 -0.077 0.177
H -1.9147 2.5913 -3.7836 0.168 -0.618 -0.468
H -3.4611 2.4196 -2.9948 -0.220 -0.217 -0.001
H -2.1201 0.2692 -2.2462 0.166 -0.284 0.317
C -5.4912 1.5060 0.0618 1.409 0.934 0.244
O -6.4685 0.8811 0.8393 -0.929 -0.605 -0.441
H -5.5903 1.5232 -1.0235 -0.564 -0.523 -0.138
H -5.4631 2.5522 0.3665 0.415 0.306 -0.031
H -4.5288 1.0408 0.2753 -0.028 0.029 0.100
H -7.2982 1.1029 0.4104 -0.271 -0.185 0.281
C 0.1902 -2.2007 -3.1809 0.868 0.607 -0.770
O -0.7529 -3.0389 -3.9002 0.870 0.542 1.009
H 1.1742 -2.1742 -3.6491 0.263 -0.683 -0.422
H -0.0210 -1.1325 -3.2316 -0.950 0.022 0.241
H 0.4183 -2.4562 -2.1461 -0.902 -0.519 -0.128
H -0.5266 -2.9324 -4.8270 -0.093 0.025 -0.001
C 0.0985 1.7309 2.7884 1.287 -1.052 0.254
O -0.9827 1.9666 1.9460 -0.061 0.751 -0.237
H -0.0061 0.7633 3.2792 -0.280 0.069 0.587
H 1.0336 1.5776 2.2496 0.226 0.183 -0.492
H 0.3516 2.5230 3.4932 -0.700 0.163 0.123
H -0.7012 1.6387 1.0888 -0.606 -0.296 -0.282
C -1.7904 -1.5117 4.9842 1.877 -0.266 0.445
O -2.6436 -1.2571 3.9324 -0.950 0.434 0.111
H -2.1453 -1.4013 6.0089 -1.030 -0.269 -0.305
H -1.3457 -2.4942 4.8265 0.081 -0.388 0.594
H -0.9404 -0.8296 5.0018 0.346 0.333 -0.245
H -2.0877 -1.3453 3.1548 -0.371 0.197 -0.693
F 3.1070 -0.3946 -2.5509 0.280 0.154 0.580
C 3.5118 -0.8470 -1.3315 -0.497 -0.565 0.414
C 4.7261 -1.5252 -1.2455 -0.213 1.021 -1.628
C 5.1227 -2.1356 -0.1033 -1.147 -0.485 1.071
C 4.2503 -2.0863 0.9960 0.456 0.792 0.423
C 3.0376 -1.3741 0.9550 0.946 -0.604 -0.627
C 2.6458 -0.7666 -0.2374 0.478 -0.038 -0.351
H 5.4069 -1.5322 -2.0839 -0.239 -0.030 -0.380
H 6.0101 -2.7486 -0.1597 0.216 0.165 0.532
H 4.6390 -2.4174 1.9476 -0.348 -0.506 0.137
H 2.3779 -1.3603 1.8100 0.039 0.074 0.074
H 1.6952 -0.2562 -0.2857 -0.120 -0.022 -0.227
F 1.1043 2.0664 -4.4151 0.187 0.847 1.008
C 1.1082 2.8889 -3.3011 -0.517 -0.407 -0.472
C 1.2196 4.2679 -3.4795 0.618 -0.691 0.646
C 1.1592 5.0861 -2.3567 -1.758 -0.256 0.640
C 0.7707 4.5693 -1.0656 1.666 -1.338 -0.963
C 0.7820 3.1779 -0.8955 -0.087 0.098 -2.601
C 0.8976 2.3293 -2.0676 -0.140 0.652 1.963
H 1.4453 4.6373 -4.4690 -0.117 0.215 0.000
H 1.1566 6.1403 -2.5916 0.247 0.254 0.486
H 0.6738 5.0780 -0.1178 -0.048 0.910 -0.413
H 0.6542 2.7713 0.0969 -0.111 -0.181 -0.125
H 0.7568 1.2665 -1.9376 0.105 -0.135 -0.211
```
Forces are in eV/Å.

Values from the calculation:
* gap between HOMO and LUMO: 9.27 eV
* strongest force on any atom: 4.5 eV/A
* energy: -2118.25670 hartree
* LUMO level: 2.7 eV
* charge: -1

In elementary charge units, the Mulliken charges are: number 1, Cl, carries 1.58; number 2, O, carries -0.58; number 3, O, carries -0.26; number 4, O, carries -0.70; number 5, O, carries -0.79; number 6, C, carries -0.69; number 7, O, carries -0.41; number 8, H, carries 0.26; number 9, H, carries 0.30; number 10, H, carries 0.26; number 11, H, carries 0.26; number 12, C, carries -0.53; number 13, O, carries -0.54; number 14, H, carries 0.10; number 15, H, carries 0.27; number 16, H, carries 0.31; number 17, H, carries 0.31; number 18, C, carries -0.41; number 19, O, carries -0.50; number 20, H, carries 0.26; number 21, H, carries 0.30; number 22, H, carries 0.04; number 23, H, carries 0.29; number 24, C, carries -0.48; number 25, O, carries -0.52; number 26, H, carries 0.39; number 27, H, carries 0.18; number 28, H, carries 0.14; number 29, H, carries 0.29; number 30, C, carries -0.29; number 31, O, carries -0.44; number 32, H, carries -0.04; number 33, H, carries 0.16; number 34, H, carries 0.37; number 35, H, carries 0.13; number 36, C, carries -0.49; number 37, O, carries -0.48; number 38, H, carries 0.31; number 39, H, carries 0.16; number 40, H, carries 0.18; number 41, H, carries 0.30; number 42, F, carries -0.27; number 43, C, carries 0.08; number 44, C, carries -0.44; number 45, C, carries -0.55; number 46, C, carries -0.50; number 47, C, carries -0.76; number 48, C, carries 0.40; number 49, H, carries 0.39; number 50, H, carries 0.36; number 51, H, carries 0.37; number 52, H, carries 0.46; number 53, H, carries 0.44; number 54, F, carries -0.34; number 55, C, carries 0.18; number 56, C, carries -0.44; number 57, C, carries -0.50; number 58, C, carries -0.70; number 59, C, carries -0.11; number 60, C, carries 0.37; number 61, H, carries 0.42; number 62, H, carries 0.32; number 63, H, carries 0.40; number 64, H, carries 0.14; number 65, H, carries 0.28

***

[2]
Below is 2 unconnected molecules or ions with the total composition C18H34FN2O6S2, with properties calculated with ωB97M-V with the def2-TZVPD basis set.

XYZ file:
```
63
Properties=species:S:1:pos:R:3:forces:R:3
C -0.1739 2.9526 0.2978 -0.094 0.038 0.225
O -1.5078 3.3277 0.5708 0.137 0.031 -0.261
C -2.2661 2.2648 1.0957 -0.080 -0.128 0.148
C -1.9438 1.8830 2.5486 -0.004 0.151 -0.445
C -0.8453 0.8349 2.6958 -0.011 -0.161 0.410
C -0.8163 0.1992 4.0987 -0.081 0.203 -0.108
C 0.5819 -0.0022 4.6711 0.201 -0.051 -0.054
C 1.6309 -0.6616 3.7488 -0.247 0.269 -0.180
C 1.1367 -1.7841 2.8884 0.225 0.117 -0.151
C 0.2390 -2.7170 3.4409 0.163 0.031 -0.371
N -0.2732 -3.7260 2.7811 -0.010 -0.025 0.274
N 0.0958 -3.8461 1.5238 -0.077 -0.104 -0.372
C -0.4706 -4.9899 0.8215 -0.369 -0.259 0.114
S 0.8799 -6.0074 0.1620 0.363 -0.013 -0.293
O 1.0057 -5.6961 -1.2263 -0.044 -0.052 0.032
O 1.9741 -5.8596 1.0715 -0.007 0.000 0.107
C 0.9527 -3.0516 0.8916 0.333 0.567 0.609
C 1.5384 -1.9661 1.5622 -0.382 -0.384 0.225
C 2.5530 -1.1365 0.8303 -0.030 -0.208 -0.218
C 1.9680 -0.0855 -0.1336 0.408 -0.115 0.093
C 0.9122 -0.6130 -1.0696 -0.185 0.284 0.382
F 1.4508 -1.6656 -1.7972 -0.065 -0.171 -0.076
H -0.1786 1.9296 -0.0830 0.229 -0.148 -0.074
H 0.4321 3.0188 1.2047 0.135 -0.150 0.062
H 0.2827 3.5935 -0.4487 -0.290 0.224 -0.142
H -2.1378 1.3685 0.4719 0.031 -0.056 -0.151
H -3.3063 2.5596 0.9908 -0.093 0.165 0.154
H -2.8623 1.5249 3.0113 -0.079 -0.125 0.081
H -1.6538 2.7913 3.0746 -0.051 0.103 0.144
H 0.1224 1.2901 2.4938 0.104 0.060 -0.100
H -0.9939 0.0497 1.9514 0.053 -0.050 -0.177
H -1.3985 -0.7219 4.0983 -0.032 -0.133 -0.019
H -1.3425 0.8599 4.7857 -0.052 0.047 0.111
H 0.9774 0.9864 4.8980 0.117 0.063 0.103
H 0.5493 -0.5246 5.6250 -0.163 -0.109 0.081
H 2.4603 -1.0154 4.3605 0.121 -0.135 0.033
H 2.0455 0.1052 3.1040 0.099 0.061 -0.140
H -0.0602 -2.6281 4.4712 -0.133 -0.099 0.148
H -1.0498 -5.5815 1.5238 0.070 0.028 0.215
H -1.1283 -4.6697 0.0205 0.111 0.071 -0.244
H 0.3941 -7.2656 0.2910 -0.161 0.073 0.034
H 1.1962 -3.2852 -0.1360 -0.069 -0.044 -0.135
H 3.2233 -0.6547 1.5305 0.055 0.113 0.161
H 3.1760 -1.8258 0.2610 -0.013 -0.067 -0.101
H 1.6058 0.7686 0.4308 -0.270 0.086 0.020
H 2.7964 0.2727 -0.7419 0.081 0.120 -0.023
H 0.5569 0.1591 -1.7459 0.108 0.019 -0.282
H 0.0409 -0.9870 -0.5241 -0.074 -0.119 -0.005
O -0.1657 3.2856 -3.2322 0.304 -0.101 0.089
S -0.9300 2.3503 -4.0015 -0.573 0.121 -0.121
O -0.4114 1.0383 -4.2523 0.205 -0.024 0.189
O -1.3634 3.0260 -5.3608 -0.017 -0.089 0.070
C -0.3326 3.6359 -6.1789 0.348 0.178 -0.305
C 0.4653 2.6137 -6.9605 -0.040 -0.144 0.143
C -2.5385 2.2023 -3.3033 -0.061 0.019 -0.023
H 0.3062 4.2536 -5.5470 -0.049 -0.051 0.092
H -0.8744 4.2973 -6.8505 -0.132 -0.039 0.066
H 1.0734 1.9934 -6.3034 0.006 0.021 0.006
H 1.1273 3.1242 -7.6594 -0.024 0.045 -0.010
H -0.1985 1.9558 -7.5203 -0.006 0.041 -0.047
H -2.9420 3.1973 -3.1386 0.012 0.009 0.003
H -2.4296 1.6758 -2.3574 0.040 0.010 0.008
H -3.1630 1.6315 -3.9852 0.008 -0.013 -0.007
```
Forces are in eV/Å.

Values from the calculation:
* gap between HOMO and LUMO: 7.68 eV
* strongest force on any atom: 0.9 eV/A
* energy: -2163.12665 hartree
* relative energy (zero: lowest compared OMol25 entry of this formula, charge and spin): 0.0 kJ/mol
* LUMO level: -4.4 eV
* charge: +1

In elementary charge units, the Mulliken charges are: number 1, C, carries -0.32; number 2, O, carries -0.47; number 3, C, carries -0.44; number 4, C, carries -0.94; number 5, C, carries 0.54; number 6, C, carries -0.79; number 7, C, carries -1.46; number 8, C, carries -0.87; number 9, C, carries 0.90; number 10, C, carries -0.80; number 11, N, carries -1.14; number 12, N, carries 0.98; number 13, C, carries -0.63; number 14, S, carries 0.90; number 15, O, carries -0.53; number 16, O, carries -0.52; number 17, C, carries -0.42; number 18, C, carries 0.29; number 19, C, carries -1.41; number 20, C, carries -0.11; number 21, C, carries -0.28; number 22, F, carries -0.39; number 23, H, carries -0.21; number 24, H, carries 0.33; number 25, H, carries 0.39; number 26, H, carries 0.18; number 27, H, carries 0.43; number 28, H, carries 0.46; number 29, H, carries 0.35; number 30, H, carries -0.11; number 31, H, carries 0.07; number 32, H, carries 0.33; number 33, H, carries 0.57; number 34, H, carries 0.44; number 35, H, carries 0.47; number 36, H, carries 0.47; number 37, H, carries 0.33; number 38, H, carries 0.60; number 39, H, carries 0.48; number 40, H, carries 0.33; number 41, H, carries 0.22; number 42, H, carries 0.74; number 43, H, carries 0.61; number 44, H, carries 0.43; number 45, H, carries 0.01; number 46, H, carries 0.48; number 47, H, carries 0.30; number 48, H, carries 0.20; number 49, O, carries -0.65; number 50, S, carries 1.26; number 51, O, carries -0.62; number 52, O, carries -0.28; number 53, C, carries -0.34; number 54, C, carries -0.97; number 55, C, carries -0.79; number 56, H, carries 0.32; number 57, H, carries 0.27; number 58, H, carries 0.29; number 59, H, carries 0.39; number 60, H, carries 0.27; number 61, H, carries 0.33; number 62, H, carries 0.15; number 63, H, carries 0.38

***

Q: What is the strongest force on any atom in the first record?
A: 4.5 eV/A